[1]
C3H3IN2O2 | the ωB97M-V functional and the def2-TZVPD basis

Geometry as XYZ:
```
11
C3H3IN2O2 | OMol25 | the ωB97M-V functional and the def2-TZVPD basis
O 0.8145 0.6171 1.9414
C 1.5404 -0.1139 2.5649
N -0.0089 -1.5858 0.0333
I 1.7312 -2.0120 1.0282
H -1.4181 -0.8266 -1.6681
H -0.1779 0.3746 -2.1290
C 0.1779 0.8311 0.5784
N -0.1884 -0.2395 -0.1171
C -0.8930 0.0752 -1.3608
H -1.5980 0.8869 -1.1811
O 0.0204 1.9930 0.3098
```

Calculated values
**Total energy**: -673.56461 Eh
**Spin multiplicity**: 1
**Energy above the lowest of the compared OMol25 structures with the same formula, charge and spin**: 568.5 kJ/mol
**Strongest force on any atom**: 2.7 eV/A
**HOMO-LUMO gap**: 6.84 eV


[2]
C5H7Br2FHgSi | the ωB97M-V functional and the def2-TZVPD basis

Geometry as XYZ:
```
17
C5H7Br2FHgSi | OMol25 | the ωB97M-V functional and the def2-TZVPD basis
C -0.2887 -0.3847 2.0587
H -0.5792 -0.8278 -1.8619
C -0.7228 -1.5806 2.5396
H -2.0415 -0.1357 -0.1036
Br 2.3500 1.2523 -2.0681
H 1.0124 -1.1092 -2.5429
F -1.9442 1.7850 1.4993
Br 0.8417 2.9708 0.3047
C 0.2752 1.3061 -0.2035
H -0.6502 -2.5248 1.9990
C 0.9063 0.5589 -1.2027
H 0.5940 0.0798 2.5102
C 0.4891 -0.8045 -1.6441
H -1.1716 -1.6171 3.5368
H 0.7095 -1.5474 -0.8796
Hg 1.3823 1.9331 -4.7027
Si -1.1623 0.6458 0.7606
```

Calculated values
**Total energy**: -5884.71235 Eh
**Spin multiplicity**: 1
**Energy above the lowest of the compared OMol25 structures with the same formula, charge and spin**: 0.0 kJ/mol
**Strongest force on any atom**: 1.5 eV/A
**Net charge**: +2
**HOMO-LUMO gap**: 3.39 eV


[3]
Cd2H22O15P | the ωB97M-V functional and the def2-TZVPD basis

Geometry as XYZ:
```
40
Cd2H22O15P | OMol25 | the ωB97M-V functional and the def2-TZVPD basis
H 3.1759 -5.2678 -5.3727
H -1.3018 -6.0464 -9.6022
H 5.5561 -10.9725 -7.3182
O 0.7557 -10.4600 -12.8712
H 0.3074 -6.3512 -2.6329
O -1.9604 -6.6492 -9.2570
O 2.7644 -6.7998 -8.3908
H -0.5836 -11.9220 -5.3669
O 3.5432 -9.8761 -3.7725
H 1.4966 -11.0324 -13.0707
O 1.3358 -3.5600 -7.2771
H 1.1266 -3.0048 -8.0282
H 4.4781 -10.0441 -3.6542
Cd -1.1704 -9.1511 -7.7456
O 1.6678 -13.1309 -9.0863
H -0.1905 -12.4275 -6.7388
O -0.5980 -11.6842 -6.2940
H 1.5879 -5.7025 -12.3931
H 0.4808 -7.1931 -3.8791
O 3.6915 -8.6675 -7.2749
H 2.3099 -5.4459 -11.0874
H 4.0098 -5.1567 -4.1141
O 4.0773 -5.3198 -5.0548
O 2.3440 -5.2468 -12.0230
O 0.5290 -7.2357 -2.9241
H 1.6334 -4.3838 -7.6631
O 6.2050 -11.6710 -7.4037
H 0.8085 -10.3198 -11.9258
H 7.4363 -8.4172 -10.0836
O 6.8319 -7.6757 -10.1160
H 6.5058 -7.6710 -11.0159
H -2.7208 -6.5246 -9.8247
H 3.4600 -9.6178 -4.6904
Cd 5.4155 -6.4941 -7.5328
H 2.5125 -13.3654 -9.4706
O 1.1712 -7.7810 -6.8642
H 7.0489 -11.2223 -7.3508
P 2.3144 -8.1671 -7.8631
H 1.5740 -12.1953 -9.2655
O 1.4486 -9.0649 -8.7630
```

Calculated values
**Total energy**: -1818.20457 Eh
**Spin multiplicity**: 1
**Energy above the lowest of the compared OMol25 structures with the same formula, charge and spin**: 791.4 kJ/mol
**Strongest force on any atom**: 4.2 eV/A
**Net charge**: +1
**HOMO-LUMO gap**: 3.85 eV


What did the third record say?
Cd2H22O15P | the ωB97M-V functional and the def2-TZVPD basis

Geometry as XYZ:
```
40
Cd2H22O15P | OMol25 | the ωB97M-V functional and the def2-TZVPD basis
H 3.1759 -5.2678 -5.3727
H -1.3018 -6.0464 -9.6022
H 5.5561 -10.9725 -7.3182
O 0.7557 -10.4600 -12.8712
H 0.3074 -6.3512 -2.6329
O -1.9604 -6.6492 -9.2570
O 2.7644 -6.7998 -8.3908
H -0.5836 -11.9220 -5.3669
O 3.5432 -9.8761 -3.7725
H 1.4966 -11.0324 -13.0707
O 1.3358 -3.5600 -7.2771
H 1.1266 -3.0048 -8.0282
H 4.4781 -10.0441 -3.6542
Cd -1.1704 -9.1511 -7.7456
O 1.6678 -13.1309 -9.0863
H -0.1905 -12.4275 -6.7388
O -0.5980 -11.6842 -6.2940
H 1.5879 -5.7025 -12.3931
H 0.4808 -7.1931 -3.8791
O 3.6915 -8.6675 -7.2749
H 2.3099 -5.4459 -11.0874
H 4.0098 -5.1567 -4.1141
O 4.0773 -5.3198 -5.0548
O 2.3440 -5.2468 -12.0230
O 0.5290 -7.2357 -2.9241
H 1.6334 -4.3838 -7.6631
O 6.2050 -11.6710 -7.4037
H 0.8085 -10.3198 -11.9258
H 7.4363 -8.4172 -10.0836
O 6.8319 -7.6757 -10.1160
H 6.5058 -7.6710 -11.0159
H -2.7208 -6.5246 -9.8247
H 3.4600 -9.6178 -4.6904
Cd 5.4155 -6.4941 -7.5328
H 2.5125 -13.3654 -9.4706
O 1.1712 -7.7810 -6.8642
H 7.0489 -11.2223 -7.3508
P 2.3144 -8.1671 -7.8631
H 1.5740 -12.1953 -9.2655
O 1.4486 -9.0649 -8.7630
```

Calculated values
**Total energy**: -1818.20457 Eh
**Spin multiplicity**: 1
**Energy above the lowest of the compared OMol25 structures with the same formula, charge and spin**: 791.4 kJ/mol
**Strongest force on any atom**: 4.2 eV/A
**Net charge**: +1
**HOMO-LUMO gap**: 3.85 eV


What is the formula in the second record? C5H7Br2FHgSi


Number 3 is which compound? Cd2H22O15P


Which of these has the highest energy above the lowest of the compared OMol25 structures with the same formula, charge and spin? Cd2H22O15P